Entry 1:
99
Properties=species:S:1:pos:R:3:forces:R:3:lowdin_charge:R:1 method="wB97M-V/def2-TZVPD" gap_ev=6.50 e_lumo_ev=4.026 max_force_ha_per_bohr=0.011 de_lowest_kj_mol=0.0 e_tot_ev=-158866.716 charge=-2
Sr 0.3395 1.1023 0.2989 0.006 0.164 -0.190 1.34
N 2.0729 1.6027 2.3855 -0.006 0.079 0.047 -0.02
C 1.2857 1.8023 3.6240 0.073 -0.015 -0.103 -0.19
C -0.0602 2.3588 3.1228 -0.068 -0.030 -0.028 -0.63
O -0.0477 3.5848 2.8908 -0.016 -0.033 0.017 -0.06
N -1.0418 1.5495 2.7442 -0.028 -0.017 0.053 -0.03
C -1.2336 0.2317 3.3147 -0.155 -0.054 -0.031 -0.20
C -1.5111 -0.7842 2.1904 0.035 0.143 0.068 -0.70
O -2.6358 -1.3005 2.0606 0.064 -0.006 0.028 -0.05
O -0.5164 -0.9804 1.4180 -0.018 -0.005 -0.142 -0.25
H 2.9502 1.1355 2.5747 0.033 -0.023 0.021 0.05
H 2.2756 2.5081 1.9614 -0.053 0.007 0.027 0.06
H 1.7381 2.5339 4.2988 0.014 0.022 0.014 0.10
H 1.2189 0.8444 4.1339 -0.009 -0.034 0.002 0.07
H -2.1097 0.2323 3.9778 0.024 0.028 0.028 0.10
H -0.3853 -0.1556 3.8987 0.027 -0.024 -0.006 0.09
Br -2.1527 1.9062 -3.7408 -0.032 0.076 -0.001 0.76
C -1.3751 3.5280 -3.0657 0.007 0.004 -0.003 -0.73
C -1.8069 4.7158 -3.6314 0.011 0.005 0.014 -0.14
C -1.2216 5.8774 -3.1506 -0.013 -0.002 -0.006 -0.07
C -0.2435 5.7860 -2.1781 0.000 -0.001 -0.015 -0.01
C 0.1078 4.5360 -1.6812 -0.024 -0.041 0.004 -0.15
N -0.4822 3.4111 -2.1146 -0.001 0.001 -0.007 0.12
C 1.2349 4.4327 -0.6307 0.016 -0.191 -0.096 -0.64
O 1.9407 5.4402 -0.5214 -0.030 0.032 0.045 -0.01
O 1.3138 3.3279 -0.0480 0.073 0.082 0.107 -0.18
H -2.5610 4.7197 -4.4041 -0.004 0.000 0.001 0.09
H -1.5240 6.8399 -3.5467 -0.002 -0.002 0.001 0.10
H 0.2806 6.6439 -1.7830 -0.001 -0.002 -0.006 0.11
O 3.0883 0.5202 -3.3827 0.077 0.052 0.059 -0.01
C 3.0266 0.1940 -2.1866 -0.421 -0.239 -0.239 -0.66
O 2.1300 0.5158 -1.3645 0.411 0.109 0.284 -0.22
C 4.0999 -0.8075 -1.7249 0.056 0.076 0.055 -0.11
C 5.3044 -0.8008 -2.4347 0.000 0.003 0.032 -0.03
C 6.3130 -1.7007 -2.1513 -0.001 -0.026 -0.006 -0.09
C 6.1196 -2.6691 -1.1692 0.006 0.028 -0.019 -0.10
C 4.9256 -2.6988 -0.4760 -0.007 0.054 0.000 -0.11
C 3.9145 -1.7584 -0.7169 -0.010 -0.073 -0.046 -0.29
P 2.3411 -1.8656 0.2415 -0.072 -0.055 -0.004 1.15
C 2.9478 -1.7140 1.9655 0.023 0.031 0.052 -0.36
C 4.2271 -1.2902 2.3203 -0.018 -0.021 0.050 -0.10
C 4.5655 -1.0985 3.6563 -0.006 0.005 -0.027 -0.10
C 3.6343 -1.3356 4.6559 0.003 0.026 0.006 -0.11
C 2.3514 -1.7444 4.3122 -0.002 -0.011 -0.058 -0.10
C 2.0047 -1.9141 2.9805 0.033 -0.002 0.030 -0.12
C 2.0803 -3.6890 0.1015 -0.010 -0.010 -0.057 -0.34
C 1.6789 -4.1226 -1.1662 0.008 -0.033 0.035 -0.10
C 1.3916 -5.4545 -1.4135 -0.006 0.029 0.000 -0.09
C 1.4867 -6.3861 -0.3855 0.000 -0.003 -0.017 -0.11
C 1.8793 -5.9707 0.8767 0.015 0.052 0.029 -0.10
C 2.1776 -4.6327 1.1194 -0.004 -0.007 -0.044 -0.09
H 5.4036 -0.0726 -3.2284 0.002 0.000 -0.001 0.11
H 7.2421 -1.6690 -2.7092 0.003 0.008 0.006 0.09
H 6.8912 -3.3993 -0.9534 -0.003 0.004 -0.009 0.09
H 4.7642 -3.4649 0.2746 -0.005 0.007 0.002 0.10
H 4.9637 -1.0905 1.5536 0.007 -0.006 -0.013 0.10
H 5.5609 -0.7536 3.9103 0.002 -0.002 0.003 0.09
H 3.8965 -1.1764 5.6949 0.003 -0.008 0.003 0.09
H 1.6035 -1.8993 5.0807 0.002 0.003 0.003 0.10
H 0.9839 -2.1571 2.7089 0.007 -0.007 -0.009 0.10
H 1.5903 -3.3965 -1.9687 0.007 0.002 0.012 0.10
H 1.0784 -5.7625 -2.4043 0.001 -0.002 0.000 0.09
H 1.2493 -7.4270 -0.5698 0.002 0.003 0.002 0.09
H 1.9543 -6.6892 1.6850 0.001 0.004 -0.001 0.09
H 2.4852 -4.3279 2.1116 -0.004 0.014 0.011 0.09
C -5.7073 3.1650 0.9824 0.017 -0.017 -0.014 -0.22
N -5.3289 3.1852 -0.4298 0.005 -0.001 -0.012 -0.16
C -5.9295 2.0211 -1.0791 0.023 0.009 0.024 -0.21
N -5.6121 0.7404 -0.4562 0.019 -0.021 0.006 -0.15
C -5.9695 0.8121 0.9620 0.017 0.045 -0.021 -0.20
N -5.3682 1.9329 1.6768 0.036 0.003 0.016 -0.15
C -3.9073 1.7642 1.7914 -0.082 -0.049 -0.046 -0.32
P -3.0326 1.6662 0.1567 0.078 0.022 -0.028 1.02
C -3.8644 3.1643 -0.5790 -0.020 0.015 -0.013 -0.34
C -4.1827 0.4195 -0.6080 -0.036 -0.012 0.049 -0.34
H -6.7930 3.3018 1.0370 -0.012 0.000 0.003 0.11
H -5.2217 4.0024 1.4882 0.002 -0.002 0.002 0.12
H -7.0167 2.1491 -1.0509 -0.015 -0.003 0.004 0.11
H -5.6071 1.9965 -2.1231 0.006 -0.004 -0.003 0.12
H -5.6657 -0.1165 1.4473 0.003 -0.009 0.002 0.13
H -7.0583 0.9134 1.0261 -0.015 -0.001 0.003 0.11
H -3.6968 0.8413 2.3296 -0.001 -0.011 0.021 0.06
H -3.4654 2.5804 2.3618 0.003 0.024 0.020 0.08
H -3.6292 3.2238 -1.6425 0.001 0.008 -0.006 0.03
H -3.4458 4.0577 -0.1073 0.007 0.003 0.014 0.09
H -3.9812 -0.5412 -0.1258 -0.010 0.006 -0.006 0.07
H -3.9485 0.3199 -1.6716 -0.010 -0.003 0.002 0.05
N -0.9230 -4.8719 -4.9074 -0.003 -0.019 -0.002 0.14
C -0.8714 -3.9408 -4.2348 0.006 0.101 0.053 -0.19
C -0.8017 -2.7714 -3.3901 -0.019 -0.103 -0.067 -0.25
C -1.4435 -2.7596 -2.1600 -0.064 -0.006 0.056 0.00
C -1.3194 -1.6283 -1.3651 0.059 0.010 -0.122 -0.11
N -0.6143 -0.5590 -1.7427 -0.090 -0.179 0.066 0.04
C -0.0062 -0.5751 -2.9298 -0.006 -0.018 0.035 -0.18
C -0.0684 -1.6610 -3.7892 0.048 0.062 -0.060 0.00
H -2.0053 -3.6145 -1.8106 0.003 0.001 -0.006 0.12
H -1.7584 -1.5980 -0.3743 0.009 0.023 0.026 0.09
H 0.5803 0.2972 -3.1907 0.015 -0.031 0.025 0.09
H 0.4581 -1.6387 -4.7332 -0.001 -0.011 0.013 0.12

***

Entry 2:
99
Properties=species:S:1:pos:R:3:forces:R:3:lowdin_charge:R:1 method="wB97M-V/def2-TZVPD" gap_ev=6.80 e_lumo_ev=-6.663 max_force_ha_per_bohr=0.069 de_lowest_kj_mol=96.1 e_tot_ev=-120523.903 charge=+2
Ti 0.4291 -0.0262 -0.3000 -1.768 -2.077 -0.625 0.98
C -2.0219 0.2167 -4.0566 0.182 -0.061 0.159 -0.05
C -1.4225 0.1636 -2.6505 -0.656 0.186 -0.250 -0.25
N -0.1192 -0.5164 -2.4157 -0.156 0.073 -0.008 -0.22
C 0.9061 -0.0976 -3.4150 0.522 0.066 -0.389 -0.21
C 0.8968 -0.7492 -4.8018 -0.208 0.128 0.226 -0.04
C -0.2138 -1.9955 -2.4074 -0.038 -0.533 0.270 -0.13
C -0.6098 -2.5433 -1.0331 -0.425 -0.112 -0.769 -0.16
N 0.1740 -1.8276 -0.0377 -0.388 -0.600 -0.662 -0.13
C 0.3504 -2.3591 1.2138 0.487 -0.760 2.033 -0.16
C 1.3900 -1.8557 2.0179 0.136 0.255 -0.322 -0.12
F 2.1429 -0.8397 1.4729 -0.553 -0.839 0.571 0.05
C 1.6604 -2.3167 3.2937 -0.227 -0.061 -0.084 -0.21
F 2.6427 -1.7644 4.0016 0.032 0.027 -0.122 0.12
C 0.9054 -3.3406 3.8404 -0.116 0.090 -0.416 0.12
C -0.1388 -3.8521 3.0867 0.184 0.186 -0.135 -0.19
F -0.8983 -4.8164 3.5819 -0.071 0.003 -0.027 0.14
C -0.4276 -3.3655 1.8160 -0.103 0.351 -0.293 -0.12
F -1.5135 -3.8233 1.1655 0.199 -0.069 0.224 0.10
H -3.0053 0.6768 -3.9630 -0.034 -0.003 0.034 0.09
H -1.4458 0.8290 -4.7463 0.021 -0.038 -0.012 0.08
H -2.1726 -0.7773 -4.4690 0.024 -0.063 -0.153 0.09
H -1.3014 1.2013 -2.3077 -0.097 -0.291 0.068 0.09
H -2.1684 -0.3481 -2.0328 0.171 0.184 0.065 0.07
H 0.8249 0.9884 -3.5299 0.040 -0.101 0.149 0.13
H 1.8842 -0.3351 -2.9869 -0.304 0.152 -0.111 0.10
H -0.0008 -0.5419 -5.3660 -0.100 -0.048 -0.132 0.06
H 1.7368 -0.3359 -5.3582 0.042 0.021 0.010 0.10
H 1.0411 -1.8235 -4.7546 0.015 -0.128 -0.007 0.08
H -0.9197 -2.3465 -3.1672 0.196 0.004 -0.002 0.15
H 0.7875 -2.3778 -2.6358 -0.228 0.042 -0.039 0.13
H -1.6922 -2.4175 -0.8616 0.321 -0.086 -0.003 0.10
H -0.3879 -3.6179 -1.0108 -0.087 0.229 0.030 0.15
H 1.1155 -3.7273 4.8233 0.009 -0.015 0.151 0.15
F -3.6178 -0.8975 6.6544 0.011 0.029 -0.064 0.10
C -3.3325 -0.6431 5.3770 0.099 0.066 -0.312 -0.26
C -2.0375 -0.2740 5.0376 -0.095 -0.050 0.150 0.01
C -1.7394 -0.0323 3.7063 0.030 -0.028 -0.128 -0.13
C -2.7324 -0.1429 2.7354 0.465 -0.095 -0.631 -0.35
C -4.0288 -0.4942 3.0993 0.133 0.025 -0.132 -0.09
C -4.3356 -0.7515 4.4242 0.093 -0.002 0.277 0.02
Sb -2.2662 0.2954 0.6709 -2.397 0.483 0.590 1.65
C -4.1408 -0.3967 -0.1852 0.974 0.113 0.199 -0.37
C -4.4216 -1.7583 -0.1622 0.095 0.004 0.059 -0.14
C -5.6382 -2.2299 -0.6182 -0.187 -0.046 -0.099 0.01
C -6.5668 -1.3200 -1.0990 0.239 0.084 0.036 -0.26
F -7.7430 -1.7638 -1.5404 0.024 -0.003 0.025 0.10
C -6.3025 0.0396 -1.1371 -0.189 -0.201 -0.086 0.02
C -5.0794 0.4972 -0.6820 0.146 0.138 0.090 -0.10
C -2.6846 2.4075 0.7609 0.156 -0.720 -0.094 -0.37
C -2.8766 2.9928 2.0062 -0.088 -0.185 -0.043 -0.10
C -2.9084 4.3688 2.1308 -0.011 0.263 -0.080 0.02
C -2.7470 5.1474 0.9967 0.010 -0.252 -0.015 -0.26
F -2.7023 6.4765 1.1074 -0.096 -0.065 0.041 0.10
C -2.6251 4.5817 -0.2619 -0.027 0.183 -0.065 0.01
C -2.5830 3.2050 -0.3743 -0.083 -0.089 0.046 -0.14
H -1.2892 -0.1743 5.8111 0.011 -0.025 0.044 0.13
H -0.7323 0.2639 3.4245 -0.085 -0.058 0.160 0.09
H -4.8012 -0.5631 2.3473 -0.107 -0.044 0.010 0.10
H -5.3332 -1.0305 4.7312 -0.041 -0.004 0.006 0.13
H -3.7056 -2.4602 0.2515 -0.034 -0.072 0.000 0.09
H -5.8731 -3.2818 -0.5978 -0.087 -0.117 -0.005 0.13
H -7.0560 0.7134 -1.5112 -0.087 0.096 -0.053 0.13
H -4.8702 1.5591 -0.6912 -0.051 0.041 0.004 0.10
H -2.9919 2.3667 2.8841 0.047 0.151 0.004 0.10
H -3.0368 4.8397 3.0902 -0.027 0.115 0.155 0.13
H -2.5570 5.2210 -1.1293 0.028 0.072 -0.042 0.13
H -2.4722 2.7585 -1.3568 0.025 0.082 0.020 0.09
O 0.1751 2.0164 -0.6032 -0.515 0.114 -1.384 -0.37
Cl 0.7090 2.2619 0.7309 0.570 3.457 0.402 0.70
O 2.0795 2.4807 0.6473 1.324 0.391 0.234 -0.18
O 0.0033 3.2566 1.3674 -0.449 0.992 0.728 -0.15
O 0.4774 0.9818 1.3878 -0.094 -1.335 1.479 -0.42
C 6.6461 1.3181 -1.1290 0.841 -0.056 0.227 0.04
N 5.2305 1.4148 -1.3466 -0.485 0.235 -0.258 -0.02
N 4.3395 0.5275 -0.8420 -1.032 -0.114 -0.017 0.09
C 3.0936 0.8774 -1.2493 1.345 1.085 -0.988 -0.33
O 2.0519 0.1903 -0.9091 2.232 0.102 -0.304 -0.16
C 3.2216 2.0074 -2.0609 0.004 -0.393 0.244 0.09
C 4.5730 2.3199 -2.0894 -0.383 -0.286 0.080 -0.21
C 5.2504 3.4306 -2.7877 0.231 0.129 -0.060 0.02
C 4.5899 -0.5575 0.0337 0.362 -0.591 0.393 -0.20
C 4.1228 -1.8145 -0.3363 0.255 0.166 -0.070 -0.01
C 4.2318 -2.8655 0.5562 0.057 0.025 -0.021 -0.05
C 4.7995 -2.6585 1.8043 0.012 0.034 -0.018 -0.06
C 5.2710 -1.4035 2.1578 0.048 0.015 0.013 -0.04
C 5.1671 -0.3411 1.2765 -0.098 -0.029 -0.125 0.00
H 6.9008 0.3056 -0.8182 -0.029 0.077 -0.084 0.11
H 6.9762 2.0193 -0.3591 -0.074 -0.067 -0.021 0.12
H 7.1670 1.5498 -2.0573 -0.068 -0.071 0.034 0.11
H 2.4243 2.5377 -2.5399 -0.083 0.147 -0.058 0.13
H 4.5068 4.1023 -3.2062 0.018 0.042 0.007 0.10
H 5.8807 3.0700 -3.6024 -0.009 -0.046 -0.003 0.11
H 5.8857 3.9869 -2.1000 0.007 0.091 0.000 0.10
H 3.6758 -1.9561 -1.3095 -0.002 -0.034 -0.093 0.13
H 3.8811 -3.8465 0.2768 -0.046 -0.106 -0.039 0.12
H 4.8677 -3.4763 2.5052 0.055 -0.073 0.060 0.12
H 5.7030 -1.2386 3.1313 0.064 -0.015 0.118 0.12
H 5.4980 0.6452 1.5647 0.028 0.114 0.030 0.13

***

Entry 3:
93
Properties=species:S:1:pos:R:3:forces:R:3:lowdin_spin:R:1 method="wB97M-V/def2-TZVPD" gap_ev="7.59 / 6.47" multiplicity=2 e_lumo_ev="-3.247 / -4.257" max_force_ha_per_bohr=0.054 de_lowest_kj_mol=93.5 e_tot_ev=-157757.119 charge=+1
Ta -0.4885 -0.2567 -0.1671 0.786 0.911 -1.619 -0.03
C 2.1215 0.5519 2.8946 -0.673 0.309 -0.336 0.00
C 0.8280 -0.0488 3.4960 -0.453 0.511 -0.870 0.00
P -0.7340 0.1558 2.4969 -0.142 0.090 0.161 0.03
C -1.8814 -1.0577 3.2982 0.949 0.840 -0.207 0.01
C -2.1912 -0.8271 4.6314 -0.432 -0.417 0.044 0.00
C -3.0572 -1.7078 5.3048 1.249 -0.240 -1.792 0.00
C -3.4859 -2.8381 4.6064 -0.990 -0.005 0.034 0.00
C -3.1719 -3.0493 3.2702 -0.083 -0.725 0.991 0.00
C -2.3462 -2.1781 2.6390 0.249 0.238 -1.640 0.00
C -1.4169 1.8159 2.9810 2.054 -1.272 0.621 0.04
C -2.5953 2.2576 2.4766 -2.077 1.645 0.883 0.02
C -3.1109 3.5150 2.9136 0.457 -0.016 -0.480 0.00
C -2.3521 4.3209 3.7814 -1.092 -0.604 -0.538 0.00
C -1.1583 3.8203 4.2750 -0.402 0.343 -0.448 0.00
C -0.6842 2.5947 3.8839 -0.133 0.172 -0.594 0.01
C 2.7458 -0.3337 1.8106 -0.421 -0.308 -0.031 0.00
P 2.3457 0.0173 0.0402 0.377 0.293 0.497 0.00
C 3.3337 1.5143 -0.2666 0.593 0.626 0.881 0.00
C 4.5844 1.8216 0.3333 0.318 -0.516 -0.251 0.00
C 5.4371 2.8044 -0.2170 -0.320 -1.508 0.951 0.00
C 5.0337 3.4804 -1.3242 0.340 1.436 -0.802 0.00
C 3.7572 3.2908 -1.7959 0.063 0.774 -1.085 0.00
C 2.8997 2.3553 -1.2664 -0.918 -0.131 -1.192 0.01
C 3.3365 -1.2038 -0.9263 0.052 0.871 -1.095 0.00
C 3.7167 -1.0249 -2.3156 -0.362 -2.071 0.496 0.00
C 4.2739 -2.1367 -3.0073 0.207 1.054 0.345 0.00
C 4.6196 -3.3382 -2.3705 -0.909 0.394 0.806 0.00
C 4.2837 -3.4424 -1.0102 0.288 0.293 -0.387 0.00
C 3.6577 -2.3785 -0.2929 0.917 -2.335 -0.798 0.00
H 2.8261 0.6087 3.7123 0.287 0.204 0.171 0.00
H 1.9694 1.5665 2.4976 -0.036 -0.112 0.292 0.00
H 0.5727 0.3613 4.4720 0.294 -0.119 0.131 0.00
H 0.9531 -1.1207 3.5875 -0.043 -0.296 0.209 0.00
H -1.7270 0.0417 5.0852 -0.387 -0.034 0.391 0.00
H -3.2624 -1.5519 6.3212 -0.487 0.121 1.174 0.00
H -4.1911 -3.5627 5.0017 0.214 0.211 0.582 0.00
H -3.5121 -3.9488 2.7707 -0.140 0.141 -0.003 0.00
H -2.1531 -2.3676 1.5796 0.138 0.305 0.462 0.00
H -3.2382 1.6170 1.9039 -0.034 -0.152 -0.554 0.00
H -4.0652 3.8940 2.5012 0.656 -0.391 0.363 0.00
H -2.7201 5.3062 4.0852 0.170 -0.418 -0.142 0.00
H -0.5750 4.4423 4.8989 0.589 0.446 0.693 0.00
H 0.3092 2.3395 4.1870 0.265 -0.348 0.254 0.00
H 2.4493 -1.3378 2.0489 -0.259 -0.661 -0.134 0.00
H 3.8052 -0.3732 1.9295 0.908 0.226 -0.086 0.00
H 4.9858 1.2263 1.1645 -0.314 0.224 -0.384 0.00
H 6.4436 2.9316 0.1435 0.050 0.022 0.410 0.00
H 5.6794 4.2346 -1.8285 -0.454 -0.771 0.517 0.00
H 3.5185 3.8860 -2.6704 -0.575 -0.114 0.090 0.00
H 1.9066 2.2257 -1.7369 0.677 0.052 0.465 0.01
H 3.4806 -0.1742 -2.9574 -0.015 0.128 0.740 0.00
H 4.4969 -2.0089 -4.0710 -0.095 -0.034 0.360 0.00
H 5.0546 -4.1860 -2.9253 -0.217 0.620 0.402 0.00
H 4.5340 -4.3741 -0.5001 -0.158 0.317 0.054 0.00
H 3.4465 -2.6413 0.7437 -0.114 0.568 -0.219 0.00
C -1.1172 -3.5266 -4.2162 -0.484 0.470 1.033 0.00
C -2.1882 -2.9050 -3.5680 -0.050 0.564 0.250 0.00
C -1.9714 -1.6639 -2.9132 -0.631 -1.646 -1.194 0.00
C -0.6995 -1.1319 -2.9223 -1.051 0.166 -0.076 0.00
C 0.3580 -1.7480 -3.5320 0.177 -0.083 -0.098 0.00
C 0.1644 -2.9673 -4.1250 0.004 -0.427 -0.948 0.00
N -0.5200 0.0579 -2.1891 0.414 1.221 1.598 0.02
C -0.6727 1.2378 -2.9830 0.520 1.477 -0.451 0.04
C 0.4047 1.7864 -3.7544 -0.868 0.510 0.379 0.01
C 0.1947 2.9367 -4.5221 -0.654 -0.543 -0.432 0.00
C -1.0650 3.5511 -4.5938 0.231 -0.155 0.496 0.00
C -2.1114 3.0473 -3.8484 -0.297 -0.642 0.829 0.00
C -1.8937 1.9231 -3.0109 -0.293 0.447 -0.517 0.02
H -1.3570 -4.4473 -4.7048 0.446 -0.466 -0.314 0.00
H -3.1956 -3.3830 -3.5471 0.941 0.539 -0.169 0.00
H -2.8237 -1.1341 -2.5067 0.212 0.051 0.310 0.00
H 1.3175 -1.2593 -3.4735 0.204 -0.184 -0.056 0.00
H 1.0374 -3.4331 -4.5678 -0.219 -0.258 -0.117 0.00
H 1.4361 1.4605 -3.6770 -0.252 -0.644 -0.089 0.00
H 0.9521 3.2782 -5.2245 0.203 0.096 0.527 0.00
H -1.1958 4.4745 -5.1309 0.006 -0.001 -0.418 0.00
H -3.1297 3.4926 -3.8614 0.983 -0.215 0.009 0.00
H -2.7250 1.6413 -2.3646 0.281 -0.367 -0.159 0.00
Se -0.4330 2.3704 0.0259 -0.098 -1.224 -0.054 0.78
F -6.5501 -1.0241 -1.3726 -0.168 0.682 0.547 0.00
P -6.5324 0.1280 -0.2905 0.473 -1.331 0.133 0.00
F -7.9769 -0.3094 0.1403 0.007 0.362 0.162 0.00
F -2.2947 -0.7673 0.0634 0.189 0.048 -0.051 0.00
F -5.0742 0.4516 -0.7447 1.083 0.394 -0.659 0.00
F -6.9489 1.5773 -0.5796 -0.578 0.062 -0.082 0.00
F -5.9629 -0.1068 1.1454 -0.744 -0.156 -0.104 0.00
C 0.6256 -3.4723 1.1374 0.495 1.281 0.197 0.00
C 0.2407 -2.2480 0.3781 -0.331 -0.349 0.791 0.01
O 0.2730 -2.2462 -0.8468 -0.231 0.677 0.039 0.01
H -0.2202 -3.8679 1.6603 -0.737 -0.410 0.037 0.00
H 1.2756 -3.1484 1.9572 0.234 -0.245 -0.184 0.00
H 1.0909 -4.1540 0.4451 0.171 -0.490 0.054 0.00